Record 1
DFT (ωB97M-V/def2-TZVPD) results for a molecular structure, C28H24Cl3FeN2O2Te.

Cartesian coordinates (Å):
1 Te 1.562 1.813 0.127
2 Fe -0.176 0.140 0.058
3 Cl -3.187 -6.516 -2.174
4 Cl 3.257 -3.012 -0.569
5 Cl 3.506 -4.136 4.671
6 O -0.422 0.092 2.006
7 O 0.978 -1.372 0.186
8 N -1.100 2.199 -1.750
9 N -1.239 1.834 -0.481
10 C -1.696 -4.274 -1.937
11 C -2.786 -4.992 -1.455
12 C 3.399 0.710 0.131
13 C 1.367 -0.298 -3.912
14 C -2.063 -1.104 -0.079
15 C 0.716 0.750 -4.553
16 C -2.521 2.142 1.533
17 C -3.320 3.043 -0.560
18 C -4.645 3.268 1.424
19 C -0.081 1.622 -3.844
20 C 2.792 -3.235 3.364
21 C 1.758 -2.372 3.624
22 C -3.308 -3.239 0.083
23 C -1.437 -3.026 -1.435
24 C 1.169 -1.617 2.573
25 C 0.432 0.385 -1.798
26 C -3.578 -4.484 -0.433
27 C 1.590 -1.877 1.210
28 C 1.803 2.382 2.215
29 C -0.247 1.440 -2.458
30 C -2.332 2.341 0.158
31 C 3.306 -3.414 2.088
32 C 1.234 -0.457 -2.536
33 C 2.679 -2.733 1.043
34 C -2.259 -2.441 -0.439
35 C 0.198 -0.663 2.853
36 C -4.456 3.493 0.069
37 C -3.669 2.591 2.145
38 H -0.606 2.435 -4.323
39 H -1.590 -0.484 -0.850
40 H 1.375 -2.245 4.624
41 H -3.810 2.415 3.204
42 H 3.443 0.128 -0.783
43 H 1.537 1.539 2.847
44 H -5.209 4.023 -0.500
45 H -4.410 -5.067 -0.063
46 H 1.735 -1.273 -2.036
47 H -1.073 -4.693 -2.711
48 H -0.601 -2.452 -1.802
49 H 2.830 2.676 2.415
50 H 0.826 0.877 -5.622
51 H 4.141 -4.067 1.899
52 H 3.406 0.034 0.980
53 H -1.767 1.607 2.086
54 H -3.935 -2.843 0.869
55 H -2.766 -0.633 0.592
56 H 1.139 3.213 2.435
57 H 1.978 -0.994 -4.471
58 H -0.087 -0.518 3.902
59 H -3.164 3.200 -1.615
60 H -5.552 3.601 1.906
61 H 4.252 1.380 0.179

Net charge   -1

Löwdin population analysis, charges in e, atoms 1 to 5:
1. Te 1.567
2. Fe 0.094
3. Cl 0.583
4. Cl 0.726
5. Cl 0.629


Record 2
DFT (ωB97M-V/def2-TZVPD) results for a molecular structure, C28H24Cl4N4O4SSiV.

Cartesian coordinates (Å):
1 V -0.163 0.071 -0.045
2 Cl 0.880 -3.831 2.833
3 Cl -4.141 -2.983 4.755
4 Cl -4.432 -0.545 2.751
5 Cl -1.471 -4.638 4.800
6 S 0.274 0.148 -2.540
7 Si -1.115 -1.102 -5.340
8 O -1.955 -0.170 1.096
9 O 0.207 -1.484 1.139
10 O -0.212 1.398 1.817
11 O -1.227 1.175 -0.562
12 N 0.222 3.013 0.268
13 N 0.951 1.896 -0.126
14 N 2.149 -0.230 -0.211
15 N -1.459 -1.167 -1.232
16 C -1.692 -1.486 -3.619
17 C -0.730 -1.879 1.976
18 C -2.974 -1.482 2.811
19 C -1.660 -3.295 3.717
20 C -2.217 -2.045 -6.547
21 C 2.834 0.829 -0.795
22 C -1.244 3.495 2.159
23 C 4.675 -0.619 -1.368
24 C -1.274 4.868 1.924
25 C 2.134 2.055 -0.673
26 C -2.748 -2.341 -3.375
27 C 2.740 -1.428 -0.204
28 C -1.944 -1.117 1.943
29 C -2.080 5.693 2.691
30 C 4.106 0.620 -1.386
31 C -0.610 -2.941 2.845
32 C -2.470 -2.011 -1.031
33 C -2.832 -2.565 3.694
34 C -0.388 2.583 1.361
35 C -1.055 -0.909 -2.482
36 C -3.149 -2.617 -2.065
37 C 2.666 3.404 -1.027
38 C -2.851 3.785 3.928
39 C -2.873 5.153 3.700
40 C -1.293 0.718 -5.754
41 C 3.979 -1.687 -0.746
42 C 0.641 -1.677 -5.652
43 C -2.040 2.958 3.162
44 H 3.673 3.326 -1.438
45 H 4.621 1.454 -1.848
46 H -1.115 0.889 -6.820
47 H -3.265 -1.750 -6.454
48 H -2.093 6.761 2.503
49 H -2.300 1.067 -5.514
50 H 2.689 4.051 -0.148
51 H 0.889 -1.597 -6.716
52 H -1.895 -1.831 -7.569
53 H -3.507 5.797 4.299
54 H -3.473 3.352 4.703
55 H 2.167 -2.214 0.274
56 H -3.273 -2.814 -4.199
57 H 2.019 3.893 -1.760
58 H 0.760 -2.721 -5.353
59 H -0.585 1.314 -5.179
60 H -2.015 1.888 3.315
61 H 1.349 -1.080 -5.078
62 H 4.394 -2.685 -0.699
63 H 5.647 -0.783 -1.820
64 H -0.652 5.267 1.133
65 H -2.754 -2.195 -0.004
66 H -3.970 -3.286 -1.845
67 H -2.153 -3.125 -6.393

Net charge   -2
Spin multiplicity   2
Energy relative to the best compared isomer or geometry (same formula, charge and spin)   358.49 kJ/mol

Löwdin population analysis, charges in e, atoms 1 to 5:
1. V 0.935
2. Cl 0.649
3. Cl 0.593
4. Cl 0.645
5. Cl 0.583


Record 3
DFT (ωB97M-V/def2-TZVPD) results for 2 unconnected molecules or ions with the total composition C28H24F2N3O2.

Cartesian coordinates (Å):
1 F -3.661 2.053 -3.323
2 F 3.158 2.034 -3.426
3 O 6.416 0.114 1.628
4 O 5.935 1.136 3.508
5 N -0.883 1.220 1.242
6 N -0.947 -0.722 2.237
7 N 5.587 0.562 2.447
8 C -3.970 0.605 3.732
9 C -2.246 -0.208 2.291
10 C 2.205 -1.937 -2.953
11 C -1.636 -0.967 -2.841
12 C -3.131 2.029 1.939
13 C 4.184 0.446 2.221
14 C -0.589 -2.075 2.628
15 C -2.207 1.023 1.645
16 C -3.209 -0.482 3.266
17 C -0.110 0.262 1.818
18 C -0.228 -1.479 -2.497
19 C -4.024 -1.539 -2.953
20 C 2.841 0.687 -3.368
21 C -3.337 0.719 -3.149
22 C -4.382 -0.199 -3.169
23 C 2.239 -0.299 0.963
24 C -1.989 0.385 -2.968
25 C -3.931 1.842 3.080
26 C -2.686 -1.900 -2.786
27 C 1.976 0.960 3.023
28 C -0.444 2.309 0.390
29 C 1.156 -1.005 -2.997
30 C 1.377 0.297 1.927
31 C 3.542 -1.559 -3.086
32 C 1.489 0.325 -3.303
33 C 3.347 1.011 3.187
34 C 3.894 -0.215 -3.283
35 C 3.614 -0.194 1.103
36 H 4.348 -2.280 -2.983
37 H 1.788 -0.824 0.124
38 H 3.800 1.484 4.051
39 H -5.415 0.123 -3.357
40 H -0.537 -2.766 1.771
41 H 0.565 2.610 0.668
42 H -3.151 2.930 1.323
43 H -0.254 -2.579 -2.536
44 H -4.829 -2.272 -2.912
45 H 0.715 1.086 -3.443
46 H -1.125 3.146 0.563
47 H 0.374 -2.068 3.130
48 H -2.466 -2.946 -2.570
49 H 1.347 1.440 3.777
50 H -4.628 0.473 4.591
51 H -0.171 -1.295 -1.437
52 H -0.454 2.032 -0.679
53 H -1.356 -2.412 3.329
54 H 4.934 0.128 -3.387
55 H 1.982 -2.981 -2.744
56 H -4.555 2.659 3.445
57 H 4.272 -0.614 0.347
58 H -3.296 -1.496 3.661
59 H -1.236 1.181 -2.904

Net charge   +1
Energy relative to the best compared isomer or geometry (same formula, charge and spin)   57.99 kJ/mol

Löwdin population analysis, charges in e, atoms 1 to 5:
1. F 0.025
2. F 0.028
3. O 0.095
4. O 0.071
5. N 0.018


Calculated energy (Eh), listed in the same order as above: -4253.61339, -5073.94167, -1595.50655